[1]
DFT (ωB97M-V/def2-TZVPD) results for C17H6Br4CoF2NO2 as an isolated structure.

```
33
Properties=species:S:1:pos:R:3
Co 0.080 -0.134 0.168
Br 4.099 -3.822 -4.060
C 2.658 -3.161 -3.062
C 1.408 -3.883 -3.061
Br 1.257 -5.461 -4.058
C 0.335 -3.427 -2.343
Br -1.323 -4.299 -2.288
C 0.439 -2.226 -1.585
O -0.509 -1.748 -0.896
C 1.710 -1.492 -1.586
O 1.771 -0.433 -0.897
C 2.800 -2.003 -2.346
Br 4.384 -1.002 -2.296
F 0.278 -0.485 5.574
C -0.108 0.185 4.473
C 0.187 -0.322 3.221
C -0.212 0.371 2.081
C -0.914 1.585 2.232
C -1.182 2.045 3.515
F -1.852 3.205 3.717
C -0.792 1.369 4.649
C -1.319 2.286 0.984
C -2.017 3.492 0.919
C -2.331 4.036 -0.313
C -1.953 3.385 -1.476
C -1.266 2.197 -1.344
N -0.959 1.666 -0.160
H 0.728 -1.259 3.159
H -1.016 1.754 5.633
H -2.310 3.996 1.822
H -2.874 4.972 -0.363
H -2.181 3.780 -2.456
H -0.941 1.637 -2.213
```

## Properties
gap between HOMO and LUMO (alpha / beta): 0.297 / 0.239 Ha
E_tot: -346542.8154 eV
E_LUMO (alpha / beta): -0.113 / -2.372 eV
spin multiplicity: 5

---

[2]
DFT (ωB97M-V/def2-TZVPD) results for C17H7Cl5CuF6NO5 as an isolated structure in a non-equilibrium geometry.

```
42
Properties=species:S:1:pos:R:3
Cu -3.284 -15.333 -3.099
O -7.415 -17.304 -3.955
C -6.151 -16.916 -3.751
O -5.625 -16.900 -2.680
C -5.422 -16.586 -5.082
C -6.021 -16.751 -6.302
C -5.290 -16.289 -7.426
C -4.016 -15.813 -7.271
C -3.491 -15.750 -5.973
N -4.225 -16.090 -4.941
C -2.148 -15.148 -5.676
O -1.424 -14.792 -6.592
O -1.917 -14.940 -4.427
H -7.843 -17.454 -3.102
H -7.061 -17.134 -6.283
H -5.760 -16.230 -8.430
H -3.481 -15.490 -8.169
Cl -2.505 -14.788 -0.217
C -2.012 -16.438 -0.708
C -2.372 -16.799 -1.981
C -1.939 -18.040 -2.397
Cl -2.404 -18.563 -3.972
C -1.205 -18.891 -1.579
Cl -0.536 -20.347 -2.295
C -0.889 -18.523 -0.271
Cl 0.099 -19.586 0.695
C -1.338 -17.294 0.199
Cl -1.222 -16.860 1.892
C -4.103 -12.048 -3.944
C -5.135 -12.895 -3.251
O -4.711 -14.126 -2.914
C -5.520 -12.242 -1.929
F -5.728 -10.902 -2.034
F -4.414 -12.317 -1.146
F -6.492 -12.833 -1.277
C -6.354 -12.983 -4.229
F -5.970 -13.225 -5.515
F -7.041 -11.829 -4.311
F -7.235 -13.938 -3.879
H -3.267 -11.931 -3.295
H -4.434 -11.048 -4.202
H -3.728 -12.518 -4.859
```

## Properties
gap between HOMO and LUMO (alpha / beta): 0.321 / 0.316 Ha
charge: -1
E_tot: -153031.0916 eV
E_LUMO (alpha / beta): 2.464 / 2.223 eV
spin multiplicity: 2

---

[3]
DFT (ωB97M-V/def2-TZVPD) results for one molecule with the formula C17H7F9N2O in a non-equilibrium geometry.

```
36
Properties=species:S:1:pos:R:3
F -5.312 -0.500 1.238
F -4.512 1.116 -0.385
F -5.511 -0.637 -0.933
F 5.407 4.984 1.968
F 4.675 4.824 -0.115
F 3.758 6.144 1.225
F -1.142 -5.089 -0.628
F -3.343 -4.967 -0.083
F -2.019 -5.107 1.457
N -0.108 0.147 0.357
N -2.305 -0.194 0.364
O 2.111 0.613 0.321
C 1.095 -0.275 0.416
C -3.420 -0.893 0.059
C 1.713 3.013 3.258
C 1.298 1.991 2.327
C 2.741 3.883 3.011
C 3.126 2.702 0.982
C 1.415 -1.671 0.488
C -3.400 -2.327 0.030
C 2.154 1.749 1.209
C 3.380 3.808 1.730
C 0.382 -2.662 0.507
C -2.138 -2.952 0.093
C -1.073 -0.715 0.358
C -0.954 -2.102 0.275
C -4.751 -0.201 0.066
C 4.304 4.891 1.226
C -2.144 -4.517 0.146
H 1.109 3.231 4.118
H 0.369 1.376 2.451
H 2.887 4.717 3.589
H 3.585 2.508 -0.009
H 2.454 -1.992 0.429
H -4.386 -2.831 -0.024
H 0.663 -3.659 0.317
```

## Properties
gap between HOMO and LUMO: 0.301 Ha
structure (SMILES): FC(F)(F)c1cccc(Oc2ccc3c(C(F)(F)F)cc(C(F)(F)F)nc3n2)c1
E_tot: -47226.4361 eV
E_LUMO: -1.358 eV

---

[4]
DFT (ωB97M-V/def2-TZVPD) results for C17H9Br2F6N2O6PPd as an isolated structure in a non-equilibrium geometry.

```
44
Properties=species:S:1:pos:R:3
Pd -0.884 -0.090 0.099
O -3.741 3.112 4.212
C -3.109 2.340 3.334
C -2.702 1.031 3.606
C -2.061 0.318 2.624
N -1.861 0.872 1.436
C -2.199 2.130 1.147
C -2.829 2.909 2.076
C -1.796 2.552 -0.258
O -1.944 3.640 -0.722
O -1.255 1.537 -0.961
C -1.413 -1.048 2.738
O -1.537 -1.703 3.741
O -0.702 -1.367 1.696
H -3.904 2.645 5.041
H -2.850 0.533 4.557
H -3.103 3.927 1.834
C -0.027 0.173 -3.541
C 1.207 -0.073 -2.771
C 2.415 -0.406 -3.405
C 3.555 -0.594 -2.675
C 3.497 -0.447 -1.274
C 4.597 -0.604 -0.399
Br 6.259 -1.049 -1.052
C 4.509 -0.463 1.011
C 3.326 -0.171 1.599
Br 3.118 -0.038 3.412
C 2.109 0.044 0.761
O 1.074 0.377 1.285
C 2.236 -0.150 -0.719
N 1.141 0.009 -1.420
H 0.191 0.338 -4.593
H -0.578 1.011 -3.116
H -0.668 -0.708 -3.445
H 2.428 -0.506 -4.481
H 4.485 -0.847 -3.164
H 5.401 -0.615 1.602
F -0.261 -2.205 -0.938
P -1.807 -2.742 -1.412
F -2.108 -1.060 -1.590
F -1.382 -4.235 -1.170
F -1.260 -2.739 -2.917
F -2.294 -2.568 0.100
F -3.271 -3.070 -1.886
```

## Properties
gap between HOMO and LUMO (alpha / beta): 0.194 / 0.195 Ha
charge: +1
E_tot: -202194.6897 eV
E_LUMO (alpha / beta): -7.621 / -7.611 eV
spin multiplicity: 2

---

[5]
DFT (ωB97M-V/def2-TZVPD) results for C17H9BrCl2MgN4O7S as an isolated structure.

```
42
Properties=species:S:1:pos:R:3
Mg -0.615 -0.232 -0.180
Cl -0.695 -0.757 2.356
C -0.812 0.849 3.093
C -0.877 0.841 4.473
C -0.960 2.050 5.143
C -0.974 3.227 4.415
C -0.907 3.194 3.034
Cl -0.930 4.714 2.198
C -0.821 1.998 2.296
S -0.740 2.048 0.552
H -0.859 -0.098 5.007
H -1.012 2.073 6.222
H -1.036 4.186 4.911
O 5.191 1.052 -4.571
N 5.391 0.296 -3.643
O 6.475 -0.153 -3.328
C 4.248 -0.071 -2.807
C 3.006 0.417 -3.113
C 1.918 0.066 -2.316
C 2.035 -0.784 -1.175
O 1.124 -1.121 -0.359
C 3.368 -1.257 -0.964
C 4.451 -0.919 -1.713
N 3.554 -2.173 0.171
O 3.023 -3.259 0.088
O 4.205 -1.766 1.109
N 0.645 0.604 -2.725
O -0.393 0.189 -2.172
O 0.591 1.355 -3.662
H 2.872 1.070 -3.962
H 5.439 -1.288 -1.479
Br -7.027 -2.305 -0.882
C -5.228 -1.789 -0.725
C -4.258 -2.733 -0.423
C -2.950 -2.304 -0.316
N -2.584 -1.031 -0.487
C -3.530 -0.132 -0.774
C -4.865 -0.464 -0.906
H -4.507 -3.773 -0.273
H -2.161 -3.011 -0.085
H -3.199 0.894 -0.885
H -5.596 0.296 -1.139
```

## Properties
gap between HOMO and LUMO: 0.242 Ha
E_tot: -149431.0885 eV
E_LUMO: -1.491 eV

---

[6]
DFT (ωB97M-V/def2-TZVPD) results for C17H9Cl2F18N4O5PbS4 as an isolated structure in a non-equilibrium geometry.

```
60
Properties=species:S:1:pos:R:3
Pb 0.210 0.368 0.225
F 2.261 0.695 -5.698
C 2.065 0.036 -4.556
F 0.898 -0.600 -4.624
F 3.035 -0.873 -4.423
S 2.123 1.181 -3.113
O 1.864 0.317 -1.983
O 3.394 1.825 -3.200
N 0.911 2.093 -3.534
S 0.035 2.998 -2.636
O -1.256 3.213 -3.217
O 0.086 2.679 -1.223
C 0.856 4.654 -2.710
F 2.079 4.585 -2.198
F 0.142 5.540 -2.007
F 0.941 5.093 -3.968
F -4.820 -0.584 -1.971
C -4.266 -1.779 -2.249
F -3.761 -1.709 -3.488
F -5.292 -2.661 -2.307
C -3.253 -2.193 -1.217
C -3.439 -3.362 -0.505
C -2.510 -3.737 0.452
C -1.445 -2.888 0.677
N -1.271 -1.753 0.012
C -2.120 -1.396 -0.964
S -1.700 0.027 -1.868
H -4.304 -3.979 -0.701
H -2.619 -4.651 1.017
H -0.696 -3.115 1.424
Cl 3.130 2.936 0.168
C 4.034 1.542 0.585
Cl 2.208 -2.034 2.217
H 3.747 0.937 1.433
H 4.787 1.263 -0.137
F 0.771 -1.307 4.514
C 0.678 -2.618 4.298
F 0.704 -3.246 5.485
F -0.566 -2.844 3.791
C 1.763 -3.121 3.389
O 1.555 -2.086 0.902
C 1.964 -4.591 3.341
F 2.488 -4.962 2.148
F 0.841 -5.298 3.526
F 2.827 -5.013 4.289
C 3.745 -2.679 1.780
F 3.912 -3.320 0.667
F 4.602 -2.874 2.745
F 2.016 0.488 2.475
S -2.120 1.275 1.874
C -2.768 2.596 1.039
N -2.930 2.550 -0.314
C -3.375 3.577 -1.048
C -3.737 4.732 -0.419
C -3.607 4.730 0.978
N -3.148 3.723 1.684
H -2.621 1.691 -0.804
H -3.396 3.415 -2.115
H -4.093 5.592 -0.963
H -3.890 5.611 1.545
```

## Properties
gap between HOMO and LUMO (alpha / beta): 0.240 / 0.292 Ha
charge: -1
E_tot: -156515.4254 eV
E_LUMO (alpha / beta): 1.260 / 1.851 eV

---

[7]
DFT (ωB97M-V/def2-TZVPD) results for C17H9F6N2O12PtS2 as an isolated structure in a non-equilibrium geometry.

```
49
Properties=species:S:1:pos:R:3
Pt 0.325 0.203 -0.398
F -0.007 -3.426 2.328
C -1.309 -3.187 2.266
F -1.880 -4.154 1.539
F -1.815 -3.237 3.498
S -1.689 -1.541 1.494
O -0.790 -1.552 0.334
O -3.085 -1.634 1.214
N -1.442 -0.489 2.616
S -0.048 0.066 3.135
O 0.088 1.481 2.966
O 1.073 -0.794 2.890
C -0.378 -0.110 4.945
F 0.604 0.487 5.627
F -0.411 -1.396 5.302
F -1.533 0.453 5.299
O 1.280 1.997 -0.947
C 0.647 2.940 -1.426
C -0.774 3.122 -1.494
C -1.223 4.295 -2.116
C -2.562 4.549 -2.233
C -3.518 3.636 -1.740
C -3.109 2.494 -1.126
C -1.721 2.194 -0.956
O -1.424 1.135 -0.320
N -3.002 5.781 -2.862
O -2.154 6.557 -3.272
O -4.202 5.990 -2.930
H 1.241 3.763 -1.846
H -0.510 5.011 -2.504
H -4.568 3.858 -1.864
H -3.815 1.774 -0.736
O 1.936 -0.904 -0.885
C 1.674 -1.190 -2.134
O 0.683 -0.747 -2.719
C 2.658 -2.086 -2.809
C 2.451 -2.434 -4.135
C 3.343 -3.266 -4.815
C 4.426 -3.716 -4.103
O 5.436 -4.541 -4.531
C 6.333 -4.669 -3.430
O 5.791 -3.960 -2.325
C 4.635 -3.367 -2.781
C 3.772 -2.555 -2.097
H 1.574 -2.042 -4.631
H 3.192 -3.545 -5.848
H 7.301 -4.237 -3.702
H 6.436 -5.725 -3.172
H 3.918 -2.279 -1.063
```

## Properties
gap between HOMO and LUMO: 0.279 Ha
charge: -1
E_tot: -86545.7726 eV
E_LUMO: 1.629 eV

---

[8]
DFT (ωB97M-V/def2-TZVPD) results for C18H10Cl5N4O2SiTi as an isolated structure in a non-equilibrium geometry.

```
41
Properties=species:S:1:pos:R:3
Ti -0.345 -0.295 0.315
Cl 2.697 1.553 -5.759
C 2.501 1.247 -4.025
C 1.175 1.219 -3.527
C 0.965 0.841 -2.180
N -0.290 0.444 -1.719
C -1.435 0.888 -2.156
O -1.698 1.650 -3.099
C -2.667 0.414 -1.351
C -3.875 0.997 -1.722
C -5.091 0.604 -1.146
C -5.072 -0.372 -0.166
C -3.775 -0.838 0.190
N -2.625 -0.442 -0.310
C 2.120 0.604 -1.379
C 3.382 0.674 -1.908
C 3.581 0.933 -3.243
Cl 5.226 0.849 -3.813
N 1.792 0.111 -0.109
C 2.701 -0.276 0.781
O 3.917 -0.125 0.709
C 2.163 -1.065 1.991
C 2.927 -1.487 3.051
C 2.397 -2.169 4.114
C 1.064 -2.531 4.048
C 0.328 -2.165 2.940
N 0.862 -1.446 1.907
H 0.359 1.422 -4.215
H -3.919 1.759 -2.482
H -6.005 1.121 -1.361
H -5.978 -0.701 0.384
H -3.711 -1.607 0.998
H 4.205 0.535 -1.209
H 3.979 -1.221 3.069
H 2.986 -2.390 4.971
H 0.643 -3.122 4.844
H -0.773 -2.346 2.874
Cl -0.726 2.327 0.631
Si -1.226 0.885 2.402
Cl 0.222 1.654 3.746
Cl -2.979 1.864 2.916
```

## Properties
gap between HOMO and LUMO (alpha / beta): 0.224 / 0.251 Ha
charge: -1
E_tot: -122497.3473 eV
E_LUMO (alpha / beta): 2.196 / 2.139 eV
spin multiplicity: 3

---

[9]
DFT (ωB97M-V/def2-TZVPD) results for C18H10ClN5OPd as an isolated structure in a non-equilibrium geometry.

```
36
Properties=species:S:1:pos:R:3
Pd 11.677 11.638 0.836
Cl 17.613 16.084 0.791
C 16.371 14.770 0.775
C 16.811 13.454 0.856
C 15.884 12.446 0.708
C 14.502 12.711 0.775
O 13.709 11.749 0.967
C 14.037 14.125 0.768
C 12.672 14.457 0.757
N 11.582 13.627 0.747
C 10.331 14.121 0.766
C 9.996 15.446 0.763
C 8.630 15.873 0.760
C 7.646 14.929 0.770
C 7.949 13.560 0.799
C 6.965 12.555 0.748
C 7.387 11.233 0.679
C 8.747 10.874 0.729
N 9.667 11.848 0.887
C 9.299 13.134 0.810
C 15.060 15.105 0.783
H 17.814 13.342 0.939
H 16.134 11.565 0.002
H 12.473 15.363 0.002
H 10.840 16.155 0.792
H 8.360 16.941 0.776
H 6.560 15.182 0.780
H 5.899 12.853 0.756
H 6.685 10.394 0.856
H 9.125 9.843 0.898
H 14.776 16.138 1.524
N 11.781 9.687 0.898
C 11.922 8.510 0.808
N 11.887 7.226 0.905
C 12.985 6.467 0.785
N 13.838 5.658 0.832
```

## Properties
gap between HOMO and LUMO (alpha / beta): 0.213 / 0.177 Ha
E_tot: -44323.4766 eV
E_LUMO (alpha / beta): -1.039 / -3.393 eV
spin multiplicity: 3

---

[10]
DFT (ωB97M-V/def2-TZVPD) results for C18H10CoF2N2O4 as an isolated structure in a non-equilibrium geometry.

```
37
Properties=species:S:1:pos:R:3
Co 0.253 -0.031 0.273
O 2.378 -0.164 -3.363
C 1.918 -0.026 -2.150
O 0.730 0.118 -1.881
C 2.909 -0.041 -1.052
C 4.284 0.021 -1.131
C 5.010 0.038 0.060
C 4.344 -0.008 1.278
C 2.960 -0.055 1.256
N 2.281 -0.068 0.126
C 2.028 -0.033 2.489
O 2.514 -0.046 3.589
O 0.784 0.024 2.137
H 1.657 -0.139 -4.013
H 4.767 0.062 -2.098
H 6.090 0.095 0.038
H 4.857 -0.005 2.230
F -2.082 -4.776 0.104
C -2.205 -3.455 0.103
C -1.055 -2.677 0.137
C -1.192 -1.314 0.131
C -2.446 -0.684 0.101
C -3.563 -1.517 0.073
F -4.793 -0.996 0.047
C -3.465 -2.895 0.072
C -2.451 0.779 0.110
C -3.565 1.611 0.087
C -3.386 2.985 0.100
C -2.105 3.514 0.134
C -1.041 2.636 0.159
N -1.214 1.318 0.144
H -0.091 -3.171 0.166
H -4.353 -3.511 0.052
H -4.557 1.197 0.067
H -4.249 3.638 0.086
H -1.930 4.580 0.145
H -0.020 2.996 0.190
```

## Properties
gap between HOMO and LUMO (alpha / beta): 0.263 / 0.255 Ha
charge: +1
E_tot: -73054.4691 eV
E_LUMO (alpha / beta): -4.876 / -5.099 eV

---

[11]
DFT (ωB97M-V/def2-TZVPD) results for one molecule with the formula C18H10N2O2S3 in a non-equilibrium geometry.

```
35
Properties=species:S:1:pos:R:3
N 1.038 -0.835 -2.023
N -0.156 2.491 1.317
O -0.501 4.145 2.709
O 1.563 5.050 -1.466
S -0.019 -4.653 -1.140
S 0.229 -0.091 3.244
S 1.481 1.934 -2.240
C 0.291 -5.659 -2.506
C -1.301 0.100 4.125
C 0.872 -4.959 -3.531
C -2.447 -0.100 3.365
C 1.010 -3.548 -3.222
C -2.094 -0.391 1.982
C 0.582 -3.243 -1.946
C -0.737 -0.371 1.784
C -0.074 3.786 1.484
C 0.912 0.392 -1.494
C 0.533 -1.888 -1.359
C 0.327 2.025 0.163
C 0.482 4.688 0.623
C -0.070 -1.715 -0.091
C 1.012 4.207 -0.563
C 0.899 2.822 -0.834
C -0.163 -0.473 0.483
C 0.325 0.609 -0.257
H -0.885 3.300 3.056
H 1.937 4.497 -2.173
H 0.036 -6.728 -2.571
H -1.355 0.236 5.192
H 1.156 -5.408 -4.472
H -3.491 -0.033 3.707
H 1.399 -2.818 -3.930
H -2.848 -0.564 1.242
H 0.436 5.750 0.857
H -0.378 -2.557 0.482
```

## Properties
gap between HOMO and LUMO: 0.296 Ha
structure (SMILES): Oc1cc(O)c2sc3nc(-c4cccs4)cc(-c4cccs4)c3c2n1
E_tot: -58409.4306 eV
E_LUMO: -0.295 eV

---

[12]
DFT (ωB97M-V/def2-TZVPD) results for C18H11AuFNO2 as an isolated structure in a non-equilibrium geometry.

```
34
Properties=species:S:1:pos:R:3
Au -0.852 1.605 0.788
O -1.527 -0.262 4.241
C -1.467 0.006 3.068
O -0.654 1.030 2.625
C -2.266 -0.735 2.066
C -2.997 -1.893 2.408
C -3.626 -2.568 1.415
C -3.548 -2.114 0.069
C -4.170 -2.803 -1.005
C -4.066 -2.328 -2.276
C -3.341 -1.131 -2.534
C -2.737 -0.447 -1.523
C -2.824 -0.945 -0.197
N -2.194 -0.273 0.839
H -3.016 -2.203 3.442
H -4.193 -3.468 1.630
H -4.731 -3.712 -0.794
H -4.542 -2.857 -3.096
H -3.276 -0.754 -3.550
H -2.207 0.484 -1.706
F -2.077 2.583 -0.348
C 1.030 1.718 0.449
C 2.203 1.706 0.151
C 3.612 1.727 -0.187
C 4.560 2.048 0.788
C 5.911 2.077 0.465
C 6.322 1.788 -0.830
C 5.387 1.462 -1.803
C 4.036 1.431 -1.485
H 4.224 2.271 1.794
H 6.642 2.323 1.226
H 7.377 1.822 -1.083
H 5.711 1.231 -2.811
H 3.297 1.180 -2.235
```

## Properties
gap between HOMO and LUMO: 0.240 Ha
E_tot: -30835.2036 eV
E_LUMO: -2.050 eV